No. 1
ORCA calculation (the ωB97M-V functional and the def2-TZVPD basis) on one molecule with the formula C3H6FNO2.

Last column: natural (NBO) charge in e.
Geometry (Å):
C1 -1.78559 0.12599 1.60988  -0.264
O1 -1.29865 0.06059 0.27118  -0.377
N1 -0.24038 0.98780 0.10599  -0.347
C2 0.94769 0.47418 -0.35105  0.612
O2 1.80603 1.27499 -0.72073  -0.580
C3 1.02498 -1.06186 -0.24134  -0.036
F1 -0.00316 -1.61166 -1.02522  -0.348
H1 -2.08444 1.15807 1.89461  0.176
H2 -2.69801 -0.47489 1.74466  0.204
H3 -1.01573 -0.26439 2.35651  0.173
H4 -0.58834 1.95309 -0.12371  0.400
H5 0.87153 -1.40744 0.74354  0.188
H6 2.04461 -1.28859 -0.63903  0.198

Orbital gap, eV: 10.80
Energy, hartree: -422.92773
Net charge: 0

No. 2
ORCA calculation (the ωB97M-V functional and the def2-TZVPD basis) on one molecule with the formula C4H11NS2.

Last column: natural (NBO) charge in e.
Geometry (Å):
C1 -2.55122 -0.06351 -1.29435  -0.628
C2 -1.51348 0.73047 -0.55806  -0.224
N1 -0.59848 -0.24973 0.00525  -0.616
C3 0.56429 0.39371 0.78577  -0.233
C4 1.45427 -0.59786 1.70126  -0.508
S1 2.51468 -1.62919 0.52192  0.060
S2 4.03050 -0.38916 0.11245  -0.100
H1 -2.75639 -0.95769 -0.76760  0.220
H2 -3.47983 0.32024 -1.68609  0.220
H3 -2.11712 -0.55263 -2.16215  0.197
H4 -1.15111 1.56982 -1.23732  0.159
H5 -1.87158 1.27741 0.27416  0.186
H6 -0.15856 -0.63755 -0.81450  0.347
H7 0.18624 1.22470 1.49606  0.194
H8 1.17384 0.89872 0.02010  0.176
H9 0.71446 -1.31338 2.01844  0.228
H10 1.96989 -0.14331 2.52431  0.229
H11 3.58962 0.11894 -0.93967  0.093

Orbital gap, eV: 9.73
Energy, hartree: -1010.08454
Net charge: 0

No. 3
ORCA calculation (the ωB97M-V functional and the def2-TZVPD basis) on a 2-piece molecular cluster, CH5N7 overall.

Last column: natural (NBO) charge in e.
Geometry (Å):
C1 0.19320 -0.50699 -0.00700  0.496
H1 1.63630 -0.35943 1.88491  0.406
H2 3.10811 -0.20092 0.50191  0.364
H3 -2.57605 0.46700 0.04961  0.381
H4 -2.58148 0.05272 -1.80430  0.406
H5 -0.87891 -1.67592 0.92402  0.358
N1 2.29073 0.47623 0.94441  -0.632
N2 1.20056 0.39475 -0.03625  -0.141
N3 0.77728 1.59074 -0.66302  0.021
N4 -0.38099 1.33904 -1.15957  -0.050
N5 -0.67336 -0.02562 -0.84888  -0.142
N6 -2.16727 -0.19950 -0.77462  -0.674
N7 0.05188 -1.35211 0.98878  -0.793

Orbital gap, eV: 9.60
Energy, hartree: -424.17180
Net charge: 0

For each record above, in turn, the calculated ΔE to the lowest compared entry with this formula, charge and spin values are 274.4, 141.4, 231.6 kJ/mol.